A structure of composition C34H47AsF5NO6RuTe. Source: the Open Molecules 2025 dataset; level of theory: wB97M-V/def2-TZVPD.

Properties
orbital gap (alpha / beta): 0.24552 / 0.26441 Eh
HOMO (alpha / beta): -0.353 / -0.391 hartree
energy above the lowest of the compared OMol25 structures with the same formula, charge and spin: 4.7 kcal/mol
expectation value of S²: 8.76
spin multiplicity: 6
net charge: +1

The geometry in XYZ format:
```
96
Properties=species:S:1:pos:R:3:forces:R:3:lowdin_charge:R:1
Ru 2.239 -3.026 1.368 -0.65 0.48 0.03 1.449
C -0.317 -4.324 2.965 0.02 0.02 0.06 -0.137
C -0.517 -4.714 1.521 0.03 0.00 -0.03 -0.155
O 0.787 -4.904 0.972 0.06 0.06 -0.12 -0.222
C 0.783 -5.373 -0.380 0.00 -0.05 0.06 -0.148
C 2.182 -5.212 -0.911 0.02 0.03 0.01 -0.147
O 2.395 -3.803 -0.953 0.13 -0.08 0.18 -0.254
C 3.686 -3.356 -1.361 -0.03 0.07 -0.04 -0.152
C 3.616 -1.832 -1.364 -0.05 0.01 0.01 -0.131
O 2.809 -1.413 -0.258 -0.04 -0.17 0.01 -0.243
C 2.155 -0.145 -0.409 0.11 0.04 0.04 -0.066
C 0.790 -0.086 0.305 0.06 -0.07 0.08 -0.282
O 0.810 -1.132 1.300 -0.11 -0.19 0.00 -0.182
C -0.341 -1.180 2.142 0.03 0.01 -0.05 -0.149
C 0.064 -1.930 3.387 0.04 -0.05 0.07 -0.142
O 0.595 -3.229 3.080 -0.08 0.03 -0.27 -0.235
H 0.140 -5.154 3.501 0.00 -0.01 0.03 0.143
H -1.272 -4.082 3.435 -0.02 0.02 -0.01 0.141
H -1.044 -3.947 0.944 -0.01 0.04 0.00 0.132
H -1.084 -5.647 1.469 -0.01 -0.02 -0.02 0.145
H 0.094 -4.766 -0.975 -0.04 -0.02 -0.02 0.127
H 0.466 -6.417 -0.409 0.01 -0.03 0.03 0.146
H 2.272 -5.645 -1.910 -0.01 0.01 -0.04 0.145
H 2.911 -5.685 -0.245 0.01 -0.03 -0.01 0.144
H 3.910 -3.714 -2.368 0.02 0.00 -0.03 0.144
H 4.448 -3.731 -0.676 0.00 -0.01 0.03 0.114
H 3.159 -1.472 -2.286 -0.07 -0.03 -0.02 0.132
H 4.620 -1.414 -1.273 0.03 0.04 -0.04 0.144
H 2.012 0.070 -1.468 -0.01 -0.02 -0.04 0.136
H 2.801 0.621 0.021 0.02 0.03 -0.01 0.135
H -1.007 0.671 -0.264 -0.10 0.03 -0.12 0.069
H 0.764 0.860 0.849 -0.01 -0.02 0.05 0.133
H -1.169 -1.658 1.611 -0.03 -0.02 -0.01 0.129
H -0.660 -0.169 2.411 0.02 0.04 0.01 0.116
H -0.774 -2.025 4.079 -0.03 -0.02 -0.01 0.141
H 0.881 -1.407 3.879 0.02 0.01 0.04 0.124
C -6.248 4.209 -2.946 0.00 0.00 0.00 -0.043
C -5.216 3.858 -1.911 0.01 0.02 0.00 -0.255
C -4.270 4.787 -1.491 0.01 0.01 -0.04 -0.006
C -3.299 4.474 -0.550 0.03 0.00 0.01 -0.295
C -2.311 5.531 -0.135 -0.03 0.02 0.00 -0.051
C -3.272 3.180 -0.003 0.04 -0.03 -0.08 -0.417
As -1.971 2.640 1.325 -0.04 -0.04 0.10 1.331
N -0.380 -0.085 -0.491 0.03 0.12 0.03 0.099
C -0.662 -0.797 -1.655 0.01 -0.03 0.06 -0.240
C -1.696 -0.365 -2.491 0.01 -0.01 0.01 -0.034
C -2.001 -1.071 -3.641 0.00 -0.01 0.00 -0.069
C -1.284 -2.211 -3.991 0.00 0.02 -0.02 -0.089
C -0.260 -2.637 -3.161 0.02 0.00 0.02 -0.080
C 0.047 -1.943 -1.997 -0.02 -0.04 0.02 -0.032
C -0.201 3.169 0.695 0.04 0.04 -0.01 -0.404
C 0.270 3.178 -0.630 -0.01 -0.03 0.01 -0.294
C -0.577 2.915 -1.850 0.07 0.02 -0.01 -0.048
C 1.626 3.406 -0.872 -0.01 -0.01 -0.01 -0.024
C 2.539 3.617 0.147 0.00 0.03 0.00 -0.271
C 3.990 3.885 -0.139 -0.01 -0.02 0.01 -0.041
C 2.065 3.596 1.457 0.02 0.01 0.01 -0.016
C 0.727 3.383 1.747 -0.02 -0.01 -0.01 -0.317
C 0.310 3.393 3.198 0.03 -0.01 -0.02 -0.103
C -4.254 2.244 -0.372 -0.06 0.00 0.02 -0.308
C -4.342 0.858 0.228 -0.01 0.06 -0.03 -0.086
C -5.198 2.597 -1.329 -0.01 -0.01 0.03 -0.017
H -6.183 5.258 -3.231 0.00 -0.01 0.00 0.077
H -7.255 4.019 -2.572 0.01 0.00 0.00 0.085
H -6.116 3.605 -3.846 0.00 0.01 0.01 0.085
H -4.292 5.788 -1.909 0.00 -0.01 0.01 0.119
H -2.606 6.504 -0.526 -0.01 0.00 0.01 0.082
H -1.304 5.314 -0.494 -0.04 0.01 -0.01 0.069
H -2.253 5.608 0.953 0.02 0.00 0.00 0.077
H -2.251 0.533 -2.242 -0.01 -0.02 0.01 0.099
H -2.805 -0.722 -4.277 0.01 0.00 0.00 0.111
H -1.521 -2.751 -4.897 0.00 0.00 0.02 0.105
H 0.307 -3.526 -3.414 0.00 0.02 0.00 0.104
H 0.817 -2.312 -1.339 0.05 -0.02 0.01 0.080
H -1.633 2.816 -1.631 -0.04 -0.02 0.01 0.044
H -0.245 1.999 -2.346 0.02 0.04 -0.01 0.074
H -0.462 3.726 -2.572 -0.02 0.01 0.02 0.098
H 1.969 3.422 -1.902 0.00 0.00 0.01 0.125
H 4.209 3.796 -1.203 0.00 0.00 0.00 0.077
H 4.633 3.190 0.404 0.01 0.01 0.00 0.082
H 4.266 4.893 0.177 -0.01 -0.01 0.00 0.089
H 2.758 3.768 2.274 -0.01 -0.01 -0.02 0.123
H 1.159 3.642 3.833 -0.01 -0.01 -0.01 0.079
H -0.072 2.420 3.521 -0.01 0.00 0.00 0.053
H -0.481 4.120 3.389 -0.01 0.01 -0.01 0.068
H -3.976 0.823 1.253 -0.01 0.01 0.03 0.030
H -3.768 0.131 -0.352 0.06 -0.02 -0.01 0.064
H -5.378 0.521 0.233 0.02 -0.01 -0.02 0.082
H -5.955 1.871 -1.612 0.02 0.02 0.00 0.124
F 4.762 -3.204 1.535 0.18 -0.03 0.10 -0.420
Te 4.415 -3.312 3.433 0.50 -0.32 0.03 1.799
F 5.659 -4.676 3.397 -0.06 0.12 0.02 -0.329
F 5.824 -2.188 3.816 -0.03 -0.01 0.05 -0.337
F 4.087 -3.768 5.188 0.05 0.08 0.02 -0.336
F 3.208 -4.701 2.848 0.00 0.14 0.08 -0.419
O 3.149 -2.047 3.246 -0.09 -0.23 -0.33 -0.599
```
Positions in Å, forces in eV/Å.